No. 1
94
Properties=species:S:1:pos:R:3:forces:R:3 method="wB97M-V/def2-TZVPD" e_tot_ha=-4996.08480 spin_multiplicity=1 total_charge=-1
Tl 0.657 0.461 -0.328 0.18 0.07 -0.18
C -4.003 -1.907 1.779 -0.03 -0.02 0.00
C -2.849 -1.878 0.834 -0.02 0.02 0.04
C -2.532 -2.792 -0.143 0.05 0.01 0.00
C -1.351 -2.332 -0.735 -0.03 -0.02 -0.04
N -0.990 -1.186 -0.149 0.08 0.05 0.18
N -1.913 -0.915 0.825 0.00 0.02 -0.15
B -1.878 0.310 1.760 -0.03 0.02 0.03
N -2.000 1.612 0.938 0.08 0.07 0.08
N -1.450 1.759 -0.300 -0.16 -0.07 -0.11
C -1.960 2.876 -0.830 0.03 0.06 -0.02
C -2.820 3.473 0.102 -0.01 -0.04 0.03
C -2.823 2.643 1.201 -0.02 0.03 0.00
C -3.584 2.812 2.473 0.01 0.01 0.01
C -1.780 3.317 -2.268 -0.01 -0.01 0.02
C -2.598 4.590 -2.513 0.01 0.00 0.00
C -2.348 2.205 -3.162 0.01 0.00 -0.02
C -0.325 3.621 -2.625 0.05 0.04 0.03
N -0.651 0.257 2.684 0.01 0.01 0.00
N 0.614 0.076 2.220 0.04 -0.01 0.06
C 1.407 -0.022 3.293 -0.02 -0.04 0.00
C 0.635 0.107 4.456 -0.03 -0.03 0.00
C -0.663 0.270 4.030 -0.01 -0.01 0.01
C -1.892 0.396 4.868 -0.01 0.02 0.02
C 2.894 -0.309 3.263 0.00 0.01 0.01
C 3.419 -0.423 4.699 0.01 0.02 0.00
C 3.665 0.816 2.570 0.00 -0.02 0.00
C 3.138 -1.655 2.572 0.01 0.00 -0.01
C -0.637 -3.014 -1.875 0.02 0.04 -0.07
C 0.845 -2.667 -1.884 -0.07 -0.06 0.13
C -1.272 -2.547 -3.193 0.01 -0.01 -0.02
C -0.813 -4.532 -1.740 -0.02 -0.01 0.01
H -4.591 -2.803 1.591 -0.01 0.00 0.00
H -3.669 -1.926 2.816 0.00 0.00 0.01
H -4.648 -1.037 1.652 0.00 0.01 0.00
H -3.072 -3.691 -0.381 -0.02 -0.01 0.00
H -2.837 0.256 2.466 -0.02 -0.02 -0.01
H -3.389 4.377 -0.013 -0.01 0.01 0.00
H -4.214 3.697 2.392 -0.01 0.00 0.01
H -4.217 1.952 2.689 0.00 -0.01 0.00
H -2.913 2.954 3.321 0.01 0.00 0.00
H -3.666 4.422 -2.359 -0.01 0.00 0.01
H -2.274 5.406 -1.864 0.01 0.00 0.00
H -2.453 4.908 -3.547 -0.01 -0.01 -0.01
H -3.394 2.014 -2.906 -0.02 -0.01 0.01
H -2.297 2.505 -4.210 0.00 0.00 0.00
H -1.785 1.282 -3.045 0.02 -0.01 0.01
H 0.071 4.416 -1.992 -0.01 0.02 0.01
H 0.318 2.753 -2.520 -0.04 0.06 0.02
H -0.270 3.944 -3.667 0.01 0.02 0.05
H 0.966 0.060 5.478 0.00 0.01 0.01
H -1.608 0.336 5.918 0.00 0.00 0.00
H -2.406 1.344 4.710 0.00 -0.01 0.00
H -2.606 -0.402 4.662 0.00 -0.01 0.00
H 3.312 0.518 5.241 -0.01 0.01 0.00
H 2.905 -1.208 5.256 0.00 -0.01 0.00
H 4.482 -0.671 4.667 0.01 0.00 0.00
H 3.433 1.782 3.020 0.01 0.00 0.02
H 4.739 0.634 2.664 0.01 0.00 -0.02
H 3.424 0.874 1.514 -0.02 0.01 -0.03
H 2.687 -2.464 3.151 -0.02 0.00 0.00
H 2.715 -1.667 1.570 -0.02 0.00 -0.03
H 4.211 -1.842 2.485 0.01 -0.01 0.00
H 0.995 -1.658 -2.240 0.09 0.12 -0.08
H 1.281 -2.766 -0.888 -0.03 -0.03 0.00
H 1.391 -3.320 -2.567 -0.02 0.00 -0.05
H -1.130 -1.475 -3.326 0.00 0.04 0.00
H -0.797 -3.054 -4.035 0.02 0.01 -0.01
H -2.342 -2.767 -3.211 0.00 -0.01 0.00
H -0.504 -4.885 -0.755 0.03 0.01 0.00
H -1.851 -4.833 -1.896 0.00 0.00 0.01
H -0.206 -5.032 -2.496 -0.01 0.00 -0.02
S 2.990 -0.374 -0.816 -0.06 -0.02 -0.13
C 3.667 1.194 -1.171 0.05 0.01 0.08
C 4.887 1.129 -1.923 -0.01 0.04 0.02
N 5.898 1.048 -2.465 0.01 -0.02 -0.02
C 3.173 2.407 -0.808 0.07 -0.09 0.01
S 1.728 2.712 0.112 -0.12 -0.01 -0.02
C 3.864 3.594 -1.223 -0.03 0.02 -0.01
N 4.392 4.575 -1.508 0.02 0.00 0.01
Cl 3.983 -5.307 2.175 0.02 0.01 -0.01
C 2.810 -5.299 0.847 -0.08 -0.07 0.00
Cl 3.480 -4.499 -0.567 0.07 0.02 0.07
Cl 2.351 -6.972 0.445 0.02 0.03 -0.01
C 1.601 -4.602 1.297 0.05 0.01 -0.01
N 0.649 -4.080 1.664 -0.02 0.01 0.00
F -0.789 0.202 -5.445 0.02 -0.01 -0.01
C 0.321 0.959 -5.448 -0.01 0.01 -0.01
F -0.065 2.242 -5.428 0.00 -0.05 -0.04
F 0.953 0.745 -6.608 0.00 0.01 0.01
S 1.425 0.547 -4.027 0.02 -0.03 -0.03
O 2.370 1.629 -4.005 0.03 -0.03 0.00
O 1.902 -0.766 -4.373 -0.02 -0.01 0.06
O 0.480 0.562 -2.894 -0.11 -0.17 0.06

---

No. 2
74
Properties=species:S:1:pos:R:3:forces:R:3 method="wB97M-V/def2-TZVPD" de_lowest_kj_mol=611.5 spin_multiplicity=4 total_charge=+2
Re 1.785 -2.641 -2.541 -0.36 5.91 7.39
C 0.439 1.310 -2.372 -0.05 0.11 -0.19
C -0.650 0.533 -2.837 0.18 0.10 0.08
C -0.917 0.840 -0.583 -0.35 0.09 0.32
C 0.297 1.469 -0.972 -0.02 0.45 0.21
C -1.490 0.240 -1.732 -0.25 0.04 -0.29
C 1.428 1.982 -3.238 0.55 -0.03 -0.23
H 1.640 1.391 -4.139 -0.07 0.16 0.19
H 2.368 2.166 -2.707 -0.18 -0.01 -0.15
H 1.067 2.964 -3.590 -0.03 -0.28 0.17
C 1.140 2.329 -0.123 0.49 0.01 0.27
H 2.141 2.453 -0.555 -0.26 0.03 0.14
H 1.251 1.928 0.892 -0.09 0.08 -0.19
H 0.698 3.336 -0.030 0.04 -0.24 -0.04
C -1.601 0.977 0.717 0.13 0.15 0.47
H -2.542 1.541 0.595 0.20 -0.19 -0.05
H -0.983 1.529 1.433 -0.17 -0.21 -0.10
H -1.863 0.003 1.154 0.09 0.16 -0.14
C -2.815 -0.407 -1.814 -0.31 -0.46 0.12
H -3.616 0.327 -2.013 0.30 -0.09 0.04
H -3.084 -0.917 -0.879 0.12 0.15 -0.21
H -2.844 -1.139 -2.630 -0.07 0.14 0.19
C -0.902 0.225 -4.248 -0.29 -0.16 -0.71
H -0.952 1.147 -4.855 0.05 -0.29 0.22
H -1.851 -0.305 -4.369 0.21 0.07 -0.12
H -0.098 -0.397 -4.678 -0.21 0.21 0.09
C 2.980 -4.109 -2.479 0.83 -1.79 -0.26
C 2.985 -3.390 -3.936 1.71 -1.54 -3.24
C 2.073 -4.053 -4.950 -0.44 -0.02 -1.04
C 0.584 -3.649 -4.810 -0.67 -0.54 -1.53
C 0.180 -3.077 -3.477 -2.49 -2.09 -0.81
C 0.341 -3.924 -2.223 -1.51 -1.67 -0.58
C 0.777 -5.380 -2.367 0.08 -0.29 0.46
C 2.338 -5.471 -2.439 -0.34 -1.09 0.12
H 2.190 -5.151 -4.913 0.01 0.64 -0.01
H -0.029 -4.534 -5.037 0.07 0.21 -0.04
H 2.444 -3.735 -5.931 -0.19 -0.26 -0.03
H 2.654 -6.117 -3.276 0.05 0.17 0.40
H 3.986 -4.104 -2.051 -0.06 0.48 0.23
H 4.002 -3.646 -4.260 -0.02 -0.01 0.64
H 2.701 -5.972 -1.522 0.03 0.28 -0.43
H 0.451 -5.921 -1.460 0.08 0.09 -0.50
H -0.414 -3.750 -1.448 0.09 0.23 -0.19
H 0.284 -5.875 -3.224 0.29 0.21 0.34
H 0.333 -2.925 -5.608 0.10 -0.21 0.35
H -0.783 -2.527 -3.500 0.83 0.24 0.18
P 2.110 -2.475 2.446 -0.94 0.29 -3.44
P -0.820 -3.220 1.739 0.07 0.51 -0.59
C 1.593 -4.259 2.470 0.02 -0.54 1.71
C 0.101 -4.418 2.819 0.27 0.02 -0.19
H 2.270 -4.810 3.133 -0.36 -0.31 -0.15
H 1.747 -4.620 1.433 0.16 0.69 0.41
H -0.251 -5.444 2.655 0.19 0.14 0.08
H -0.057 -4.148 3.870 -0.08 -0.22 -0.21
C -1.551 -2.225 3.065 -0.22 0.59 0.18
H -2.456 -1.739 2.673 0.24 0.03 0.26
H -0.837 -1.463 3.397 -0.32 -0.20 0.07
H -1.832 -2.869 3.902 -0.11 0.21 0.01
C -2.352 -3.982 1.101 -0.31 -0.46 0.00
H -2.569 -4.957 1.542 -0.18 0.01 -0.13
H -2.263 -4.070 0.013 -0.13 -0.23 0.19
H -3.188 -3.302 1.313 0.16 -0.28 -0.06
C 3.574 -2.588 1.373 0.92 0.72 0.11
H 3.480 -1.823 0.574 0.22 -0.53 0.27
H 3.639 -3.612 0.941 -0.01 0.81 0.39
H 4.481 -2.361 1.956 -0.07 -0.28 -0.52
C 3.140 -1.802 -3.967 1.74 -0.19 -0.88
H 2.626 -1.164 -3.107 0.51 0.90 -0.43
H 2.806 -1.398 -4.932 0.19 -0.10 0.33
H 4.211 -1.609 -3.780 -0.49 0.34 -0.29
F 3.177 -0.118 3.228 -0.98 -1.41 0.11
C 2.234 -1.048 3.595 0.19 0.51 2.15
F 2.471 -1.411 4.899 -0.29 0.76 -1.01
F 1.023 -0.347 3.601 1.50 -0.76 0.11

---

| no. | F_max (eV/Å) |
| --- | --- |
| 1 | 0.3 |
| 2 | 9.5 |